A cluster of 11 separate species, C42H81BrF3N3O16PS in total in a non-equilibrium geometry, computed with ωB97M-V/def2-TZVPD.

Each line ends with the Mulliken charge.
Element x y z (Å)
1 C 0.442 6.758 3.178  -0.90
2 C -0.214 5.661 4.166  0.52
3 N 0.323 5.577 5.357  -0.78
4 C -1.456 4.861 3.592  -0.44
5 C -1.612 3.348 4.031  1.34
6 C -2.457 3.330 5.422  -0.82
7 C -3.980 3.784 5.248  -0.65
8 C -5.021 2.659 5.792  -0.74
9 C -5.590 1.840 4.561  0.72
10 O -5.450 0.602 4.527  -0.59
11 O -6.278 2.499 3.507  -0.39
12 C -0.282 2.526 4.304  -1.56
13 N 0.077 1.492 3.228  0.16
14 S 1.126 2.076 1.967  0.91
15 O 1.916 0.982 1.280  -0.36
16 O 2.214 2.912 2.616  -0.63
17 C 0.402 3.148 0.645  0.62
18 F -0.972 3.273 0.582  -0.08
19 F 0.841 2.651 -0.602  -0.19
20 F 0.967 4.437 0.729  -0.16
21 C -1.089 0.640 2.839  0.78
22 Br -1.209 0.037 0.974  0.08
23 P -1.017 -0.988 3.883  0.03
24 N -2.570 -1.758 3.559  -0.56
25 O -1.038 -0.654 5.552  -0.53
26 C -2.534 1.294 3.215  -1.65
27 O -2.527 2.724 3.061  0.08
28 H -0.417 7.318 2.667  0.22
29 H 1.189 6.307 2.455  0.16
30 H 0.964 7.529 3.852  0.37
31 H -0.222 4.872 5.865  0.30
32 H -1.387 4.930 2.445  -0.24
33 H -2.389 5.484 3.851  0.41
34 H -2.009 3.973 6.236  0.28
35 H -2.491 2.264 5.862  0.58
36 H -4.144 4.683 5.948  0.41
37 H -4.267 4.149 4.214  0.25
38 H -4.585 2.023 6.624  0.32
39 H -5.882 3.253 6.270  0.35
40 H -7.131 2.007 3.388  0.31
41 H 0.626 3.142 4.628  0.43
42 H -0.502 1.867 5.226  0.36
43 H 0.700 0.835 3.776  0.62
44 H -3.185 -1.370 4.310  0.20
45 H -2.508 -2.762 3.806  0.40
46 H -0.102 -0.764 5.845  0.36
47 H -2.905 0.916 4.221  0.28
48 H -3.271 0.887 2.434  0.49
49 C 0.617 -5.351 5.795  -1.14
50 C -0.009 -4.711 4.586  0.73
51 O -0.662 -3.683 4.678  -0.49
52 C 0.201 -5.386 3.258  -1.06
53 H 0.383 -4.757 6.681  0.28
54 H 0.216 -6.357 5.932  0.35
55 H 1.702 -5.390 5.675  0.35
56 H -0.218 -6.394 3.283  0.36
57 H 1.268 -5.426 3.026  0.34
58 H -0.305 -4.815 2.477  0.25
59 C 3.502 -1.543 -0.158  -0.98
60 C 4.021 -2.897 0.245  0.81
61 O 3.280 -3.858 0.333  -0.61
62 C 5.494 -3.015 0.536  -0.79
63 H 2.426 -1.607 -0.336  0.21
64 H 3.682 -0.823 0.643  0.36
65 H 3.991 -1.217 -1.079  0.26
66 H 5.763 -2.359 1.366  0.39
67 H 6.070 -2.754 -0.355  0.07
68 H 5.726 -4.045 0.813  0.27
69 C 5.276 -1.361 -5.728  -0.79
70 C 4.972 -1.795 -4.321  0.90
71 O 5.513 -1.268 -3.364  -0.56
72 C 3.971 -2.905 -4.140  -0.83
73 H 6.012 -0.555 -5.707  0.31
74 H 5.689 -2.199 -6.294  0.35
75 H 4.364 -0.994 -6.207  0.00
76 H 4.327 -3.810 -4.636  0.37
77 H 3.005 -2.604 -4.551  0.20
78 H 3.849 -3.114 -3.075  0.13
79 C 0.106 -0.600 -7.010  -0.66
80 C 1.559 -0.218 -7.086  0.77
81 O 2.440 -1.053 -6.973  -0.61
82 C 1.882 1.235 -7.307  -1.19
83 H 0.023 -1.677 -6.849  0.07
84 H -0.371 -0.083 -6.176  0.16
85 H -0.394 -0.347 -7.947  0.41
86 H 1.483 1.834 -6.486  0.31
87 H 1.460 1.569 -8.257  0.36
88 H 2.966 1.364 -7.341  0.30
89 C -4.372 0.332 -5.501  -0.92
90 C -3.266 1.353 -5.517  0.90
91 O -2.481 1.420 -6.442  -0.55
92 C -3.170 2.290 -4.340  -1.16
93 H -4.319 -0.272 -6.409  0.16
94 H -4.259 -0.325 -4.636  0.29
95 H -5.341 0.835 -5.470  0.37
96 H -3.003 1.720 -3.424  0.27
97 H -4.086 2.879 -4.258  0.37
98 H -2.328 2.970 -4.487  0.31
99 C 10.138 -2.693 0.052  -1.12
100 C 9.358 -3.365 -1.047  0.85
101 O 9.117 -4.557 -1.013  -0.51
102 C 8.886 -2.504 -2.188  -1.12
103 H 10.412 -3.434 0.806  0.26
104 H 11.051 -2.254 -0.356  0.36
105 H 9.527 -1.922 0.524  0.31
106 H 9.743 -2.056 -2.696  0.46
107 H 8.218 -1.725 -1.814  0.29
108 H 8.338 -3.120 -2.903  0.22
109 C -2.747 7.181 -1.304  -1.21
110 C -3.054 6.731 0.099  0.87
111 O -2.527 7.258 1.061  -0.55
112 C -4.040 5.604 0.266  -0.74
113 H -2.024 7.997 -1.272  0.34
114 H -2.318 6.354 -1.874  0.29
115 H -3.658 7.539 -1.788  0.36
116 H -3.668 4.707 -0.234  0.22
117 H -5.008 5.893 -0.148  0.47
118 H -4.164 5.386 1.329  -0.02
119 C 7.389 -8.768 0.570  -1.05
120 C 8.292 -7.991 1.492  0.73
121 O 8.431 -8.311 2.657  -0.57
122 C 9.015 -6.804 0.913  -0.65
123 H 6.935 -9.595 1.121  0.31
124 H 6.595 -8.120 0.193  0.28
125 H 7.968 -9.177 -0.260  0.31
126 H 8.294 -6.070 0.552  0.09
127 H 9.666 -7.126 0.098  0.32
128 H 9.628 -6.341 1.689  0.25
129 C -2.213 -3.828 -6.861  -1.16
130 C -2.830 -3.185 -8.075  0.89
131 O -3.460 -2.149 -7.991  -0.51
132 C -2.635 -3.876 -9.398  -1.12
133 H -2.434 -3.222 -5.979  0.24
134 H -2.633 -4.825 -6.714  0.42
135 H -1.130 -3.888 -6.982  0.29
136 H -3.073 -4.876 -9.364  0.34
137 H -1.570 -3.939 -9.632  0.31
138 H -3.132 -3.303 -10.183  0.31
139 C -11.633 2.458 2.911  -1.11
140 C -10.190 2.879 2.859  0.81
141 O -9.290 2.065 2.965  -0.56
142 C -9.900 4.344 2.671  -0.98
143 H -11.691 1.377 3.050  0.30
144 H -12.132 2.946 3.750  0.33
145 H -12.130 2.718 1.974  0.33
146 H -10.323 4.915 3.500  0.33
147 H -10.320 4.687 1.724  0.33
148 H -8.820 4.500 2.653  0.19

Its max |F| is 11.369 eV/A. The value obtained for the energy is -6629.73866 Ha. The LUMO energy comes out at -4.430 eV. The HOMO-LUMO gap comes out at 5.8 eV. Its spin multiplicity is 1. The total charge is +1.